Run A
14 unconnected molecules or ions with the total composition C28H84O14. Source: the Open Molecules 2025 dataset; level of theory: ωB97M-V/def2-TZVPD.

Each line ends with the Löwdin charge.
CARTESIAN COORDINATES (ANGSTROEM)
C  0.87128  4.71575  1.37389  -0.088
C  -0.36768  4.53495  0.45838  -0.264
O  0.10350  4.23675  -0.91233  -0.099
H  1.61629  5.42884  1.02093  0.069
H  1.42079  3.78511  1.51556  0.042
H  0.58806  5.13187  2.34070  0.068
H  -0.92268  5.46672  0.56730  0.101
H  -1.01468  3.76048  0.87031  0.081
H  -0.59442  3.71788  -1.31887  -0.001
C  -0.24124  -2.04489  3.47486  -0.083
C  -0.93795  -2.85280  4.54539  -0.311
O  -0.17964  -4.01601  4.84724  -0.082
H  -0.72507  -1.06820  3.48409  0.055
H  -0.38716  -2.53346  2.51148  0.082
H  0.82427  -1.98818  3.69749  0.066
H  -1.91925  -3.22947  4.25682  0.115
H  -1.00026  -2.30870  5.48782  0.105
H  0.69830  -3.66820  5.02003  0.071
C  -2.54212  0.04010  -4.79551  -0.073
C  -1.21356  -0.35204  -4.09917  -0.297
O  -0.19885  -0.55281  -5.08760  -0.089
H  -3.36012  0.26869  -4.11233  0.061
H  -2.88299  -0.73110  -5.48627  0.071
H  -2.40046  0.89117  -5.46162  0.063
H  -1.41446  -1.26048  -3.53131  0.093
H  -0.92272  0.38659  -3.35221  0.074
H  -0.19212  0.28985  -5.54747  0.022
C  6.86402  0.82203  1.06106  -0.081
C  6.32984  -0.48647  0.50089  -0.295
O  4.91373  -0.50290  0.47939  -0.094
H  6.49841  1.69725  0.52401  0.077
H  7.95223  0.83165  0.99936  0.075
H  6.65092  0.94707  2.12268  0.065
H  6.65109  -1.34816  1.08602  0.120
H  6.73494  -0.69853  -0.48857  0.114
H  4.63065  0.10414  -0.20834  0.099
C  2.33918  0.53576  3.35638  -0.066
C  3.35449  1.65769  3.31189  -0.345
O  3.38503  2.34893  4.50774  -0.049
H  2.55515  -0.24747  2.62974  0.053
H  1.35843  0.92990  3.09011  0.036
H  2.24662  0.07133  4.33813  0.086
H  3.15941  2.36635  2.50700  0.098
H  4.32320  1.30384  2.95903  0.090
H  4.10097  2.98819  4.48851  0.091
C  -1.42380  -4.40537  -2.02748  -0.094
C  -0.72062  -5.58207  -2.63035  -0.328
O  0.34711  -5.99767  -1.79886  -0.086
H  -1.99148  -3.86493  -2.78495  0.067
H  -0.70114  -3.68183  -1.65018  0.057
H  -2.11733  -4.69679  -1.23869  0.069
H  -0.30016  -5.28154  -3.59004  0.094
H  -1.32769  -6.46020  -2.85048  0.112
H  1.04508  -5.36316  -1.97729  0.022
C  -4.12277  -1.30590  -0.76092  -0.058
C  -3.14492  -1.87174  0.28877  -0.280
O  -3.13868  -0.98801  1.42934  -0.101
H  -3.91321  -1.82161  -1.69806  0.069
H  -4.01400  -0.22296  -0.82032  0.051
H  -5.13770  -1.58011  -0.47315  0.075
H  -2.12442  -1.85552  -0.09387  0.089
H  -3.36370  -2.92583  0.45947  0.114
H  -3.59013  -1.46001  2.13291  0.090
C  -3.66225  3.76860  -2.96756  -0.059
C  -3.25376  3.06811  -1.63882  -0.257
O  -1.88173  2.71451  -1.84306  -0.128
H  -3.48588  3.16592  -3.85849  0.066
H  -3.13214  4.71323  -3.08908  0.074
H  -4.70695  4.04560  -2.82624  0.068
H  -3.74007  2.09940  -1.52390  0.099
H  -3.46722  3.74713  -0.81331  0.103
H  -1.64956  2.02909  -1.21227  0.035
C  -0.93406  2.05902  4.11139  -0.090
C  -1.56795  1.15672  5.16218  -0.292
O  -1.83939  1.91647  6.36256  -0.071
H  0.09070  2.31430  4.38122  0.074
H  -1.47422  2.98927  3.93543  0.069
H  -0.96848  1.67154  3.09317  0.054
H  -1.01076  0.23827  5.34685  0.092
H  -2.50263  0.73446  4.79316  0.092
H  -2.56885  2.50244  6.14778  0.076
C  1.88863  -3.11539  -3.68294  -0.066
C  2.89088  -3.33122  -2.54978  -0.300
O  2.26595  -4.06423  -1.52572  -0.103
H  0.97224  -2.69739  -3.26629  0.057
H  1.63041  -4.05896  -4.16365  0.073
H  2.22279  -2.30247  -4.32761  0.075
H  3.18662  -2.32683  -2.24673  0.100
H  3.78431  -3.87516  -2.85641  0.114
H  2.73200  -3.88024  -0.70684  0.029
C  1.04335  2.59535  -4.05958  -0.064
C  1.31805  2.69217  -5.54272  -0.314
O  0.33354  1.97949  -6.25455  -0.089
H  1.30652  1.56694  -3.81217  0.069
H  0.00785  2.85025  -3.83401  0.075
H  1.66532  3.29445  -3.50054  0.082
H  2.31301  2.37091  -5.85086  0.113
H  1.24771  3.71832  -5.90351  0.107
H  0.55845  1.95485  -7.18751  0.100
C  2.43344  -4.49524  1.87657  -0.039
C  2.69369  -2.99587  1.55877  -0.293
O  3.65072  -3.00678  0.51139  -0.099
H  2.02253  -4.98561  0.99408  0.071
H  1.72382  -4.62136  2.69426  0.059
H  3.34527  -5.03278  2.13680  0.081
H  3.15831  -2.46343  2.38867  0.101
H  1.81241  -2.38553  1.36143  0.087
H  4.06062  -2.14443  0.61112  0.038
C  -3.86940  2.51448  2.27463  -0.056
C  -5.16773  2.13648  1.50444  -0.308
O  -5.60320  3.28453  0.84069  -0.093
H  -4.06648  3.41993  2.84858  0.080
H  -3.10785  2.80997  1.55294  0.052
H  -3.54049  1.70721  2.92902  0.053
H  -5.98024  1.82151  2.15921  0.111
H  -5.01455  1.43666  0.68292  0.088
H  -6.51678  3.17390  0.56729  0.088
C  0.70817  -0.26592  -0.71834  -0.042
C  0.09519  0.56800  0.40865  -0.298
O  -1.22009  0.83991  0.09703  -0.079
H  0.36698  -1.30094  -0.69761  0.067
H  1.78638  -0.40961  -0.64835  0.062
H  0.60749  0.22125  -1.68820  0.063
H  0.62568  1.51493  0.50868  0.110
H  0.17092  0.04038  1.35943  0.089
H  -1.80048  0.30919  0.64756  0.054

Summary:
E_HOMO: -9.41 eV
frontier orbital gap: 0.35666 Eh
multiplicity: 1

=====

Run B
14 unconnected molecules or ions with the total composition C28H84O14. Source: the Open Molecules 2025 dataset; level of theory: ωB97M-V/def2-TZVPD.

Each line ends with the Löwdin charge.
CARTESIAN COORDINATES (ANGSTROEM)
C  4.38087  -3.22242  -1.15213  -0.072
C  3.65534  -2.37530  -2.22149  -0.247
O  3.29583  -1.09925  -1.64616  -0.108
H  5.40219  -2.91591  -0.92620  0.075
H  4.32253  -4.26914  -1.45058  0.074
H  3.89389  -3.19250  -0.17743  0.040
H  2.78314  -2.88198  -2.63456  0.104
H  4.37152  -2.25910  -3.03494  0.109
H  3.13415  -0.47660  -2.35874  0.046
C  5.08075  1.23145  -4.18141  -0.071
C  3.74604  1.96439  -3.89235  -0.304
O  2.73706  1.07124  -3.47522  -0.099
H  5.75868  1.97771  -4.59566  0.070
H  4.97446  0.48188  -4.96560  0.071
H  5.59577  0.80737  -3.31942  0.064
H  3.33361  2.48700  -4.75542  0.120
H  3.97261  2.66961  -3.09271  0.084
H  1.95246  1.62160  -3.53088  0.029
C  -0.95335  0.40963  -0.01989  -0.071
C  0.20181  -0.08292  -0.87962  -0.307
O  1.25378  -0.41713  -0.02703  -0.087
H  -1.84860  0.83671  -0.47181  0.049
H  -0.48954  1.23745  0.51650  0.076
H  -1.35663  -0.36731  0.62959  0.070
H  0.46989  0.69966  -1.58941  0.099
H  -0.18623  -0.87025  -1.52587  0.090
H  2.03118  -0.57925  -0.56645  0.035
C  -2.71622  4.08171  0.14031  -0.085
C  -1.91539  5.04798  0.99327  -0.290
O  -0.74997  5.38422  0.21652  -0.092
H  -2.17853  3.17620  -0.14083  0.050
H  -2.98063  4.61443  -0.77314  0.073
H  -3.70097  3.89190  0.56732  0.068
H  -1.65849  4.52820  1.91627  0.103
H  -2.41822  5.98467  1.23382  0.111
H  -0.15217  5.84210  0.81199  0.080
C  0.92707  -0.84945  4.83807  -0.088
C  0.99962  -1.15181  3.38591  -0.326
O  1.05759  0.13055  2.75203  -0.093
H  1.60774  -0.03141  5.07386  0.081
H  1.18247  -1.72782  5.43081  0.077
H  -0.10718  -0.56950  5.03823  0.069
H  0.17265  -1.73463  2.98026  0.104
H  1.91264  -1.69860  3.15029  0.078
H  1.12091  -0.08264  1.81814  0.017
C  -2.89822  0.22442  -3.37865  -0.072
C  -2.99052  1.09373  -4.64012  -0.292
O  -2.00010  2.07640  -4.54457  -0.078
H  -3.19460  0.68453  -2.43602  0.064
H  -1.89871  -0.20290  -3.29812  0.065
H  -3.57447  -0.61998  -3.51198  0.072
H  -4.02182  1.42372  -4.76516  0.115
H  -2.78102  0.49278  -5.52503  0.112
H  -2.23654  2.89499  -4.98685  0.103
C  -2.36829  1.43916  3.27586  -0.087
C  -3.59964  2.09387  3.76952  -0.315
O  -4.64159  1.15768  4.04544  -0.084
H  -2.21066  0.42805  3.65123  0.060
H  -1.50873  1.99510  3.65026  0.077
H  -2.25817  1.41629  2.19167  0.051
H  -4.05226  2.77878  3.05249  0.100
H  -3.31687  2.71304  4.62085  0.108
H  -5.21785  1.16240  3.27765  0.020
C  -5.30959  0.18796  0.44244  -0.067
C  -6.64672  0.73610  0.79769  -0.317
O  -6.44806  1.58974  1.89950  -0.082
H  -4.67258  1.00101  0.09420  0.075
H  -5.32917  -0.53445  -0.37354  0.079
H  -4.89176  -0.32231  1.31028  0.062
H  -7.44631  0.04240  1.05759  0.118
H  -7.05415  1.31149  -0.03359  0.111
H  -7.31691  1.94336  2.10362  0.102
C  4.75142  -1.10189  2.31997  -0.068
C  4.58988  -1.70012  3.75993  -0.289
O  5.90336  -1.72430  4.34875  -0.072
H  5.18570  -0.10618  2.40975  0.066
H  3.80002  -1.00757  1.79648  0.055
H  5.35481  -1.74705  1.68139  0.066
H  4.14509  -2.68701  3.63223  0.098
H  3.83282  -1.10863  4.27481  0.091
H  5.89983  -2.41004  5.02057  0.074
C  3.54596  2.21446  0.51382  -0.071
C  4.80361  1.65714  -0.13079  -0.274
O  5.91945  1.90684  0.80569  -0.097
H  3.50006  1.86730  1.54604  0.073
H  2.61962  1.91381  0.02432  0.062
H  3.65476  3.29727  0.57541  0.076
H  4.99025  2.06636  -1.12366  0.088
H  4.74344  0.57730  -0.26654  0.086
H  6.70263  1.46739  0.46641  0.071
C  -3.73056  -2.31592  3.15608  -0.061
C  -3.00037  -2.93979  1.95643  -0.333
O  -3.55414  -4.21394  1.76709  -0.075
H  -3.62492  -2.94899  4.03708  0.082
H  -4.76883  -2.12010  2.88820  0.071
H  -3.29894  -1.33460  3.35309  0.041
H  -1.92482  -3.04294  2.10014  0.097
H  -3.14680  -2.32030  1.07162  0.079
H  -2.83006  -4.81379  1.57347  0.080
C  -1.92162  -3.15763  -3.04371  -0.060
C  -2.97894  -3.21616  -1.89579  -0.321
O  -4.22292  -3.56905  -2.45008  -0.073
H  -0.98141  -2.85758  -2.58104  0.047
H  -2.14736  -2.42142  -3.81515  0.051
H  -1.87028  -4.15680  -3.47630  0.077
H  -3.07546  -2.24842  -1.40358  0.085
H  -2.68247  -3.90667  -1.10624  0.099
H  -4.85171  -3.72372  -1.74135  0.083
C  1.68224  4.28852  -2.18645  -0.049
C  0.28288  3.68840  -2.44981  -0.278
O  0.49101  2.57319  -3.26813  -0.116
H  2.14056  4.61580  -3.11969  0.076
H  2.35315  3.59190  -1.68374  0.049
H  1.58443  5.15129  -1.52755  0.069
H  -0.45843  4.32000  -2.93935  0.118
H  -0.15823  3.36691  -1.50632  0.088
H  -0.34070  2.29411  -3.65795  0.051
C  0.69464  -3.71191  -0.19471  -0.068
C  1.67849  -4.42271  0.70927  -0.313
O  1.00841  -5.20467  1.71547  -0.079
H  -0.12322  -3.17490  0.28574  0.069
H  0.25656  -4.52747  -0.77007  0.078
H  1.19352  -3.04585  -0.89869  0.055
H  2.20879  -3.66810  1.29017  0.088
H  2.47686  -4.96058  0.19800  0.103
H  1.66728  -5.77087  2.12402  0.076

Summary:
E_HOMO: -9.46 eV
frontier orbital gap: 0.35871 Eh
multiplicity: 1

=====

Which of them is the most stable, and which is the least stable? run B and run A, in that order.

=====

Run A
A single C4H12N2O molecule. Source: the Open Molecules 2025 dataset; level of theory: ωB97M-V/def2-TZVPD.

Each line ends with the Löwdin charge.
CARTESIAN COORDINATES (ANGSTROEM)
N  1.33108  -0.56795  -0.77553  0.040
C  0.12937  0.10180  -0.23763  -0.401
C  -0.25580  -0.60509  1.07930  -0.151
C  -1.29947  -1.68004  0.85973  -0.291
O  -0.84349  -2.94822  0.43470  -0.058
C  0.29949  1.59467  -0.04362  -0.276
N  0.52918  2.27451  -1.29334  -0.016
H  1.52091  -0.19908  -1.69742  0.062
H  2.14352  -0.33070  -0.21711  0.074
H  -0.01410  -2.78762  -0.03452  0.072
H  -0.64890  -0.07799  -0.98442  0.136
H  0.64073  -1.03712  1.52897  0.121
H  -0.65307  0.15870  1.75291  0.111
H  -2.06899  -1.28604  0.17902  0.110
H  -1.92281  -1.81354  1.75343  0.113
H  -0.61091  1.96994  0.44792  0.110
H  1.15132  1.89854  0.54611  0.115
H  0.56775  3.26521  -1.16417  0.058
H  0.00418  2.07002  -2.13432  0.071

Summary:
E_HOMO: -9.23 eV
frontier orbital gap: 0.37614 Eh
multiplicity: 1
SMILES string: NC[C@@H](N)CCO

=====

Run B
A single C4H12N2O molecule. Source: the Open Molecules 2025 dataset; level of theory: ωB97M-V/def2-TZVPD.

Each line ends with the Löwdin charge.
CARTESIAN COORDINATES (ANGSTROEM)
N  1.33306  -0.28568  -2.19341  -0.027
C  1.45038  0.72523  -1.11981  -0.274
C  1.60278  0.06882  0.29219  -0.199
N  0.28734  -0.54995  0.53180  -0.094
C  -0.79221  0.33390  0.90345  -0.280
C  -2.02184  -0.40016  1.39078  -0.256
O  -2.66715  -1.03206  0.24863  -0.112
H  -3.41853  -1.58035  0.61301  0.104
H  2.31161  -0.51633  -2.54388  0.094
H  0.88932  0.24609  -2.96266  0.070
H  2.39047  1.27905  -1.31327  0.103
H  0.59212  1.32758  -1.05906  0.074
H  1.75735  0.90653  1.02273  0.113
H  2.29837  -0.73746  0.62712  0.115
H  -0.05682  -0.98432  -0.29928  0.079
H  -1.09974  1.05683  0.12119  0.114
H  -0.42008  0.95775  1.70608  0.108
H  -1.72724  -1.23877  2.05585  0.113
H  -2.70920  0.42328  1.97854  0.154

Summary:
E_HOMO: -8.39 eV
frontier orbital gap: 0.34643 Eh
multiplicity: 1
SMILES string: NCCNCCO

=====

Run C
2 unconnected molecules or ions with the total composition C4H12N2O. Source: the Open Molecules 2025 dataset; level of theory: ωB97M-V/def2-TZVPD.

Each line ends with the Löwdin charge.
CARTESIAN COORDINATES (ANGSTROEM)
C  0.96695  0.53484  2.09199  -0.168
C  1.68031  1.27158  0.99565  -0.315
C  2.22369  0.40903  -0.22834  -0.226
N  1.18506  -0.23214  -0.95601  -0.046
C  0.16157  0.45010  -1.65304  -0.268
N  -0.69914  -0.23690  -2.44085  0.029
H  1.02439  1.26911  3.00136  0.098
H  -0.17665  0.48155  1.80533  0.097
H  1.28126  -0.47799  2.34816  0.057
H  2.51113  1.86722  1.44977  0.104
H  0.86654  2.05353  0.82179  0.110
H  2.38138  1.38916  -0.74943  0.106
H  3.16758  0.00133  0.16280  0.125
H  1.17956  -1.29039  -0.90184  0.163
H  0.09709  1.53094  -1.48691  0.114
H  -1.28512  0.60015  -2.66634  0.019
H  -5.35513  -3.89221  -0.18257  0.043
H  -5.65383  -2.43436  -0.47634  0.042
O  -5.55666  -3.29456  -0.93516  -0.085

Summary:
E_HOMO: -8.54 eV
frontier orbital gap: 0.34530 Eh
multiplicity: 1
SMILES string: [H]/N=C/NCCC.O

=====

Run D
2 unconnected molecules or ions with the total composition C4H12N2O. Source: the Open Molecules 2025 dataset; level of theory: ωB97M-V/def2-TZVPD.

Each line ends with the Löwdin charge.
CARTESIAN COORDINATES (ANGSTROEM)
C  -0.82901  1.15646  1.07012  -0.121
C  -1.30139  -0.13285  0.35547  -0.244
C  -0.55742  -0.66222  -0.87096  -0.437
C  -0.37469  0.16175  -1.93188  -0.108
N  0.63927  1.28345  -1.90097  0.066
N  0.05919  -1.80356  -0.43403  0.002
H  -1.67308  1.81218  1.38932  0.061
H  -0.25535  0.98816  2.08411  0.078
H  -0.09474  1.85016  0.46634  0.086
H  -1.51614  -0.98184  1.04027  0.100
H  -2.34366  0.06001  -0.08831  0.123
H  -1.07969  0.28035  -2.71883  0.072
H  1.00161  1.39823  -2.80568  0.027
H  1.43271  0.88135  -1.32562  0.099
H  0.51724  -1.58274  0.50986  0.066
H  -0.69623  -2.53033  -0.32441  0.108
H  3.13324  -0.88621  1.55592  0.103
H  1.78997  -0.27679  2.15911  -0.032
O  2.14816  -1.01557  1.77017  -0.051

Summary:
E_HOMO: -6.32 eV
frontier orbital gap: 0.23532 Eh
multiplicity: 1
SMILES string: CC/C(N)=C/N.O

=====

Which of them is the most stable, and which is the least stable? run A and run D, in that order.